[1]
C21H46AuIN4OSi4 | ωB97M-V/def2-TZVPD

Summary:
- 2S+1: 3
- Relative energy (zero: lowest compared OMol25 entry of this formula, charge and spin): 19.6 kcal per mole
- Frontier orbital gap (alpha / beta): 1.06 / 5.15 eV
- Net charge: -2
- <S²>: 2.004
- E: -2713.26738 Eh
- HOMO energy (alpha / beta): 1.93 / -0.94 eV

Cartesian coordinates (Å):
C -0.38627 1.30629 -5.13761
I 1.33288 1.95351 -5.99984
H -1.27131 1.23948 -5.79047
H -0.17304 0.23471 -4.83749
H -0.63660 2.01739 -4.29469
C 0.89343 4.61990 -0.82213
C -0.37626 4.80164 -1.21873
N -0.92831 3.52595 -1.39765
C -0.01120 2.55275 -1.15580
N 1.10840 3.24060 -0.79007
H 1.66041 5.32821 -0.57629
H -0.94361 5.69356 -1.39446
C 2.17837 -2.54525 -3.35795
C 0.64393 -1.19764 -2.37505
N 1.94565 -1.31546 -2.74973
H 0.70842 -4.14334 -3.77890
N 0.07662 -2.37295 -2.76488
H 3.13316 -2.85568 -3.71175
Au -0.09103 0.46794 -1.41510
C -2.74310 -0.04613 -1.04273
O -3.07438 -0.08819 -2.20173
C 0.99940 -3.18918 -3.39702
C -1.30871 -2.76777 -2.62445
H -1.35655 -3.86658 -2.63524
H -1.93120 -2.35721 -3.42888
H -1.72350 -2.35847 -1.69839
C 2.98235 -0.32223 -2.54009
H 3.87397 -0.60380 -3.11728
H 3.25118 -0.26208 -1.47320
H 2.62242 0.65905 -2.87638
C 2.33750 2.64130 -0.32115
H 3.20281 3.18066 -0.71650
H 2.37605 1.60385 -0.65846
H 2.39529 2.63384 0.77338
C -2.30967 3.30845 -1.77690
H -2.39381 3.04323 -2.83691
H -2.86901 4.23365 -1.60754
H -2.75374 2.47918 -1.21636
C -3.45701 -1.48356 0.62229
Si -1.74428 -1.94747 1.40687
C -2.23391 -2.28440 3.19626
C -1.16014 -3.59608 0.70377
Si -0.12042 -0.29944 1.01651
Si -0.72316 1.29484 2.64135
C -1.00221 0.64744 4.40086
C 0.57953 2.64224 2.85750
C -2.32995 2.06984 2.04526
Si 1.84624 -1.31983 1.83693
C 1.62243 -1.97071 3.60071
C 2.33878 -2.80006 0.77500
C 3.28109 -0.09764 1.84881
H -4.29912 -1.92104 1.17728
H -3.57348 -1.96123 -0.35999
H -3.57991 -0.36394 0.71921
H -2.75147 -3.25706 3.21252
H -1.37630 -2.33836 3.87427
H -2.93370 -1.52533 3.56939
H -0.56259 -3.51170 -0.21176
H -0.55500 -4.11713 1.45818
H -2.03850 -4.22250 0.48608
H -0.25631 -0.08896 4.72173
H -0.93006 1.51377 5.07662
H -1.99892 0.20811 4.52561
H 0.47246 3.43230 2.10571
H 0.42667 3.10051 3.84564
H 1.60734 2.26761 2.82482
H -3.11470 1.32988 1.85886
H -2.18130 2.65587 1.13085
H -2.68959 2.74631 2.83533
H 0.73231 -2.60134 3.71996
H 2.50798 -2.58827 3.81880
H 1.58499 -1.15585 4.33516
H 2.84833 -2.48745 -0.14402
H 3.03612 -3.42060 1.35730
H 1.49416 -3.43229 0.48419
H 3.62563 0.15442 0.83733
H 3.04757 0.83388 2.37719
H 4.11945 -0.57799 2.37606

***

[2]
C8H14N | ωB97M-V/def2-TZVPD

Summary:
- 2S+1: 1
- Relative energy (zero: lowest compared OMol25 entry of this formula, charge and spin): 0.0 kcal per mole
- Frontier orbital gap: 9.89 eV
- Net charge: +1
- Structure (SMILES): CCC1=C[NH2+]C1=C(C)C
- E: -367.67987 Eh
- HOMO energy: -13.35 eV

Cartesian coordinates (Å):
C 1.08070 -1.80882 0.11700
C 0.97410 -0.46230 0.21536
C -0.49881 -0.47741 0.04738
C -1.58835 0.27999 0.00067
C -2.95553 -0.30163 -0.11477
C -1.51063 1.76651 0.08179
C 3.13353 0.64918 -0.45848
C 1.93900 0.62318 0.49909
N -0.39147 -1.99716 -0.06053
H 1.81292 -2.58583 0.11972
H -3.53816 -0.02447 0.76491
H -2.96145 -1.38485 -0.20207
H -3.46695 0.12172 -0.97745
H -0.51842 2.13746 -0.15151
H -1.77664 2.09547 1.08636
H -2.22329 2.21125 -0.60700
H 3.62771 -0.31561 -0.50764
H 3.85609 1.38236 -0.10960
H 2.81579 0.93213 -1.45969
H 1.43428 1.58718 0.47444
H 2.31223 0.46929 1.51611
H -0.69679 -2.38093 -0.96337
H -0.85986 -2.51675 0.68930